## P
Here is a cluster of 6 separate species, C5H22N2O6 in total from the OMol25 dataset. Energies are from wB97M-V/def2-TZVPD.

Bonds (Å) are listed after each position.
Cartesian coordinates (Å):
1 C -2.4541 -0.1253 0.0139  C2 1.329, H9 1.086, H10 1.077
2 C -1.5463 -0.5585 0.8818  C1 1.329, N3 1.413, C4 1.516
3 N -1.4245 -1.9013 1.3057  C2 1.413, H11 1.009, H12 1.011
4 C -0.4794 0.3182 1.5082  C2 1.516, C5 1.533, H13 1.091, H14 1.087
5 C 0.6517 0.5881 0.5091  C4 1.533, N6 1.469, C7 1.577, H15 1.090
6 N 1.6144 -0.5182 0.4244  C5 1.469, H16 1.023, H17 1.018
7 C 1.3847 1.9361 0.8715  C5 1.577, O8 1.406, H18 1.093, H19 1.097
8 O 2.7865 1.8551 0.7913  C7 1.406, H20 0.944
9 H -3.2791 -0.7188 -0.3695  C1 1.086
10 H -2.5914 0.9053 -0.2657  C1 1.077
11 H -1.8252 -2.4932 0.5942  N3 1.009
12 H -0.4569 -2.1685 1.4297  N3 1.011
13 H -0.0901 -0.1921 2.3910  C4 1.091
14 H -0.8193 1.2883 1.8620  C4 1.087
15 H 0.2699 0.6542 -0.5100  C5 1.090
16 H 2.0311 -0.3831 -0.5003  N6 1.023
17 H 2.4702 -0.4455 0.9717  N6 1.018
18 H 1.0945 2.1631 1.9006  C7 1.093
19 H 0.9013 2.7731 0.3520  C7 1.097
20 H 2.9697 1.7826 -0.1318  O8 0.944
21 O -1.9531 1.7799 -2.2815  H22 0.966, H23 0.965
22 H -2.0554 0.9748 -2.8060  O21 0.966
23 H -1.1243 1.5777 -1.8299  O21 0.965
24 O -2.9279 2.8996 2.1451  H25 0.960, H26 0.958
25 H -2.6566 2.0902 2.5846  O24 0.960
26 H -3.2228 2.6584 1.2666  O24 0.958
27 O 0.3759 -2.5345 -2.4338  H28 0.964, H29 0.964
28 H -0.0612 -1.6814 -2.3358  O27 0.964
29 H 0.5382 -2.8079 -1.5235  O27 0.964
30 O 2.2446 0.1319 -2.4170  H31 0.965, H32 0.967
31 H 1.7707 0.4332 -3.2024  O30 0.965
32 H 2.9089 -0.4321 -2.8366  O30 0.967
33 O 1.6501 -3.4049 0.2096  H34 0.977, H35 0.957
34 H 1.5493 -2.4670 0.4622  O33 0.977
35 H 1.7558 -3.9778 0.9686  O33 0.957

The SMILES is C=C(N)C[C@H](N)CO.O.O.O.O.O. The calculation puts the HOMO-LUMO gap at 0.317 hartree.

## Q
Here is a cluster of 6 separate species, C5H22N2O6 in total from the OMol25 dataset. Energies are from wB97M-V/def2-TZVPD.

Bonds (Å) are listed after each position.
Cartesian coordinates (Å):
1 C 2.7414 1.0659 1.6087  N2 1.462, H9 1.088, H10 1.095, H11 1.094
2 N 1.2900 1.0213 1.4393  C1 1.462, C3 1.439, H12 1.014
3 C 0.5234 0.3240 2.4377  N2 1.439, C4 1.530, H13 1.092, H14 1.097
4 C 0.5881 -1.2013 2.5337  C3 1.530, N5 1.463, H15 1.091, H16 1.093
5 N -0.0003 -1.9848 1.4468  C4 1.463, C6 1.448, C7 1.336
6 C -1.4029 -2.3112 1.6006  N5 1.448, H17 1.090, H18 1.098, H19 1.085
7 C 0.5385 -2.0144 0.2245  N5 1.336, O8 1.230, H20 1.098
8 O 1.6782 -1.6343 -0.0389  C7 1.230
9 H 3.0439 0.6110 2.5498  C1 1.088
10 H 3.2597 0.5737 0.7790  C1 1.095
11 H 3.0604 2.1093 1.5346  C1 1.094
12 H 1.0261 0.6414 0.5369  N2 1.014
13 H -0.5067 0.6722 2.3422  C3 1.092
14 H 0.7796 0.6401 3.4566  C3 1.097
15 H 0.0427 -1.5144 3.4247  C4 1.091
16 H 1.6349 -1.4779 2.6818  C4 1.093
17 H -1.5622 -2.9888 2.4397  C6 1.090
18 H -1.9677 -1.4297 1.9314  C6 1.098
19 H -1.8435 -2.6044 0.6538  C6 1.085
20 H -0.0575 -2.4740 -0.5747  C7 1.098
21 O 0.9404 0.5339 -1.5333  H22 0.942, H23 0.981
22 H 1.4724 1.2933 -1.7009  O21 0.942
23 H 1.5162 -0.2152 -1.2702  O21 0.981
24 O -0.1592 1.0844 -4.1725  H25 0.958, H26 0.967
25 H 0.4961 0.7677 -3.5502  O24 0.958
26 H -0.8971 0.4652 -4.2624  O24 0.967
27 O -0.8180 2.7058 -1.6657  H28 0.968, H29 0.968
28 H -0.1314 2.3068 -1.1118  O27 0.968
29 H -0.5250 2.4925 -2.5629  O27 0.968
30 O -2.5980 -0.0891 -3.3538  H31 0.976, H32 0.963
31 H -2.3383 -0.1992 -2.4197  O30 0.976
32 H -3.1733 0.6815 -3.3045  O30 0.963
33 O -2.0569 0.3417 -0.6189  H34 0.985, H35 0.966
34 H -1.6337 1.1485 -0.9941  O33 0.985
35 H -2.9602 0.6582 -0.4878  O33 0.966

The SMILES is CNCCN(C)C=O.O.O.O.O.O. The calculation puts the HOMO-LUMO gap at 0.329 hartree.

Stability, highest: Q